No. 1
{
  "formula": "C15H35N5O5",
  "method": "ωB97M-V/def2-TZVPD",
  "elements": ["C", "C", "O", "N", "C", "H", "H", "H", "H", "H", "H", "H", "C", "C", "O", "N", "C", "H", "H", "H", "H", "H", "H", "H", "C", "C", "O", "N", "C", "H", "H", "H", "H", "H", "H", "H", "C", "C", "O", "N", "C", "H", "H", "H", "H", "H", "H", "H", "C", "C", "O", "N", "C", "H", "H", "H", "H", "H", "H", "H"],
  "coordinates": [[-19.8914, -21.3981, -19.3332], [-19.1857, -22.3959, -20.1898], [-18.0626, -22.6327, -20.1572], [-20.0056, -23.0854, -21.0732], [-19.4779, -24.1196, -22.0437], [-20.6485, -21.7791, -18.5647], [-20.5440, -20.7417, -19.8972], [-19.1755, -20.7062, -19.0848], [-20.9505, -22.9615, -20.9934], [-19.9855, -25.1679, -21.6951], [-18.3770, -24.2599, -22.2406], [-19.7189, -23.8862, -23.0838], [-21.0768, -18.2765, -12.2548], [-22.5646, -18.6367, -12.1735], [-23.2323, -18.0714, -11.2454], [-23.2578, -19.5390, -13.0066], [-24.6946, -19.7381, -12.8439], [-20.8610, -17.3874, -11.5887], [-20.8984, -18.0972, -13.3291], [-20.8739, -19.1570, -11.9272], [-22.6601, -19.9292, -13.8193], [-25.0586, -19.6658, -11.9455], [-24.8343, -20.7008, -13.1965], [-25.1867, -19.1703, -13.5390], [-22.9949, -19.3428, -16.5664], [-21.7578, -19.6445, -15.8454], [-20.7411, -19.0157, -15.9769], [-21.8045, -20.7425, -15.0009], [-20.6878, -21.2887, -14.2519], [-23.3674, -18.4412, -16.4557], [-23.8448, -19.9188, -16.1598], [-22.6657, -19.6365, -17.6097], [-22.6891, -21.1977, -15.1211], [-21.0372, -22.2862, -14.2376], [-20.5833, -20.8294, -13.2134], [-19.8172, -21.3465, -14.8997], [-17.8005, -18.4430, -13.1838], [-16.9745, -19.1639, -14.2935], [-15.7539, -19.4586, -14.1522], [-17.6544, -19.5898, -15.3394], [-17.2429, -20.3965, -16.4545], [-17.8338, -17.5194, -13.5534], [-17.5294, -18.1747, -12.2059], [-18.7471, -18.8948, -12.9130], [-18.5305, -19.1788, -15.5215], [-16.6768, -19.8406, -16.9349], [-18.1006, -20.7210, -17.0791], [-16.4846, -21.3248, -16.1342], [-13.0074, -18.6725, -15.6830], [-12.3227, -19.2313, -16.8620], [-13.0106, -19.4929, -17.9077], [-10.9889, -19.4306, -16.8067], [-10.1697, -20.1807, -17.8699], [-13.5529, -19.6030, -15.2626], [-13.9248, -18.2024, -15.9578], [-12.3896, -18.1385, -15.0825], [-10.5825, -19.3289, -15.9186], [-10.6670, -21.1382, -17.9282], [-9.1196, -20.1421, -17.5832], [-10.1118, -19.5420, -18.6842]],
  "energy_ev": -33805.61440,
  "e_lumo_ev": 0.10,
  "gap_ev": 8.9,
  "e_homo_ev": -8.81,
  "de_lowest_kcal_mol": 168.08
}

---

No. 2
{
  "formula": "CN2O3S",
  "method": "ωB97M-V/def2-TZVPD",
  "elements": ["C", "N", "N", "O", "O", "O", "S"],
  "coordinates": [[-1.9377, -0.1943, -0.0064], [-2.2930, -1.2796, 0.0700], [1.3709, 0.1331, 0.0213], [0.1876, 0.8055, 0.7335], [1.2882, 0.2087, -1.1443], [2.1713, -0.3555, 0.7339], [-1.2436, 1.3561, -0.0303]],
  "energy_ev": -20989.03967,
  "e_lumo_ev": -1.27,
  "gap_ev": 9.5,
  "e_homo_ev": -10.73,
  "de_lowest_kcal_mol": 33.30
}

---

No. 3
{
  "formula": "C2H5N7",
  "method": "ωB97M-V/def2-TZVPD",
  "elements": ["C", "C", "N", "N", "N", "N", "N", "N", "N", "H", "H", "H", "H", "H"],
  "coordinates": [[-2.6367, 0.8317, -0.2859], [-0.5662, -0.1376, 1.1515], [-2.6726, 0.6452, 0.9600], [-1.7735, 0.2071, 1.7236], [-3.4531, 1.4275, -2.4543], [-3.2324, 1.1802, -1.2737], [-0.3941, 0.0893, -0.1016], [0.3177, -0.7418, 2.0279], [0.7000, -0.3258, -0.7909], [-2.6691, 1.2497, -3.0925], [0.0043, -0.6779, 2.9841], [1.2973, -0.5356, 1.8999], [1.5445, -0.5153, -0.2574], [0.8480, 0.2423, -1.6133]],
  "energy_ev": -12580.35671,
  "e_lumo_ev": [-0.63, -0.63],
  "gap_ev": [7.5, 7.5],
  "e_homo_ev": [-8.13, -8.13],
  "de_lowest_kcal_mol": 88.77
}

---

No. 4
{
  "formula": "C39H54N3O11SSiTeW",
  "method": "ωB97M-V/def2-TZVPD",
  "elements": ["W", "O", "C", "O", "C", "C", "C", "C", "C", "C", "O", "N", "O", "O", "N", "O", "O", "H", "H", "C", "C", "C", "C", "O", "Si", "S", "O", "C", "C", "C", "C", "O", "C", "C", "C", "C", "H", "H", "H", "H", "H", "H", "H", "H", "H", "H", "H", "H", "H", "H", "H", "H", "H", "H", "H", "H", "H", "H", "H", "H", "H", "H", "H", "C", "C", "O", "N", "Te", "C", "C", "C", "C", "C", "C", "C", "C", "C", "C", "C", "C", "C", "C", "C", "C", "C", "C", "H", "H", "H", "H", "H", "H", "H", "H", "H", "H", "H", "H", "H", "H", "H", "H", "H", "H", "H", "H", "H", "H", "H", "H", "H"],
  "coordinates": [[-0.6215, 0.4292, -0.5422], [-2.5371, -1.2066, -3.4216], [-2.4896, -0.4028, -2.5434], [-1.9478, -0.7223, -1.3217], [-3.0072, 0.9950, -2.6591], [-3.8581, 1.2632, -3.7299], [-4.3418, 2.5363, -3.9112], [-3.9672, 3.5891, -3.0929], [-3.0997, 3.3185, -2.0623], [-2.6467, 2.0303, -1.7809], [-1.9338, 1.8224, -0.6489], [-2.5546, 4.4456, -1.2942], [-3.3295, 5.1802, -0.7362], [-1.3388, 4.4937, -1.2234], [-5.2623, 2.8048, -5.0388], [-5.6382, 3.9464, -5.1720], [-5.5533, 1.8634, -5.7400], [-4.1376, 0.4719, -4.4118], [-4.3293, 4.5922, -3.2761], [1.2451, -1.2587, 5.1947], [0.8769, 0.1617, 4.8071], [0.0710, 0.8392, 5.9014], [2.1106, 0.9671, 4.4320], [0.0198, 0.0360, 3.6251], [-0.4797, 1.1123, 2.5491], [0.9154, 1.3970, 0.9159], [-1.5954, 0.2910, 1.5735], [-2.9467, -0.1722, 2.1125], [-2.7445, -1.5632, 2.6758], [-3.9319, -0.1674, 0.9637], [-3.3955, 0.7950, 3.1939], [-0.9363, 2.4851, 3.1430], [-1.0634, 3.9347, 3.2649], [-1.7654, 4.4299, 2.0180], [0.3354, 4.5108, 3.3875], [-1.8884, 4.1906, 4.5116], [1.8284, -1.2536, 6.1153], [1.8437, -1.7341, 4.4161], [0.3464, -1.8525, 5.3645], [0.6722, 0.9349, 6.8056], [-0.8159, 0.2516, 6.1419], [-0.2396, 1.8359, 5.5879], [2.7829, 1.0438, 5.2862], [1.8431, 1.9814, 4.1264], [2.6535, 0.4835, 3.6165], [-2.4452, -2.2545, 1.8905], [-3.6885, -1.9178, 3.0909], [-1.9994, -1.5609, 3.4707], [-3.6731, -0.9057, 0.2086], [-4.0011, 0.8207, 0.5086], [-4.9148, -0.4238, 1.3590], [-2.7133, 0.8097, 4.0454], [-4.3663, 0.4610, 3.5599], [-3.5057, 1.8064, 2.8043], [-1.1384, 4.2656, 1.1426], [-1.9664, 5.4980, 2.0966], [-2.7198, 3.9161, 1.8862], [0.9488, 4.2188, 2.5327], [0.8162, 4.1762, 4.3075], [0.2842, 5.5993, 3.4095], [-2.8847, 3.7582, 4.4161], [-1.9965, 5.2652, 4.6582], [-1.4051, 3.7760, 5.3960], [0.6195, 2.7772, -3.5500], [1.1934, 1.7417, -2.6495], [2.3579, 1.4917, -2.4808], [0.2386, 0.9641, -1.9362], [3.0591, -0.9603, -0.6015], [4.1556, -2.1998, -1.8425], [4.0507, -3.6028, -1.7569], [3.2079, -4.3158, -0.7315], [4.8067, -4.3528, -2.6385], [5.6489, -3.7650, -3.5846], [6.4532, -4.6042, -4.5300], [5.7503, -2.3785, -3.6141], [5.0277, -1.5699, -2.7512], [5.1988, -0.0776, -2.8649], [1.1252, -1.7890, -0.8808], [0.4477, -2.3013, 0.2542], [0.9664, -2.1647, 1.6581], [-0.6394, -3.1505, 0.0422], [-1.0504, -3.5215, -1.2256], [-2.2200, -4.4295, -1.4395], [-0.3536, -3.0141, -2.3263], [0.7251, -2.1671, -2.1940], [1.4207, -1.7044, -3.4437], [1.4092, 3.2489, -4.1271], [0.1045, 3.5225, -2.9369], [-0.1205, 2.3181, -4.2087], [3.2762, -3.8380, 0.2490], [3.5531, -5.3409, -0.6153], [2.1569, -4.3570, -1.0242], [4.7598, -5.4334, -2.5764], [6.2754, -5.6662, -4.3776], [7.5187, -4.4107, -4.3987], [6.2068, -4.3572, -5.5636], [6.4222, -1.9109, -4.3251], [6.2465, 0.1656, -3.0336], [4.8758, 0.4780, -1.9832], [4.6280, 0.3116, -3.7098], [1.6347, -1.3147, 1.7969], [1.5114, -3.0738, 1.9248], [0.1528, -2.0498, 2.3704], [-1.1343, -3.5779, 0.9052], [-2.6582, -4.7569, -0.4992], [-1.9229, -5.3105, -2.0102], [-2.9826, -3.9122, -2.0255], [-0.6814, -3.2865, -3.3224], [0.6940, -1.5783, -4.2463], [2.1494, -2.4483, -3.7722], [1.9561, -0.7665, -3.3098]],
  "energy_ev": -96131.29108,
  "e_lumo_ev": [-7.16, -8.20],
  "gap_ev": [6.8, 6.0],
  "e_homo_ev": [-13.99, -14.19],
  "spin_multiplicity": 2,
  "de_lowest_kcal_mol": 0.00,
  "charge": 2
}

---

What did the first record say?
{
  "formula": "C15H35N5O5",
  "method": "ωB97M-V/def2-TZVPD",
  "elements": ["C", "C", "O", "N", "C", "H", "H", "H", "H", "H", "H", "H", "C", "C", "O", "N", "C", "H", "H", "H", "H", "H", "H", "H", "C", "C", "O", "N", "C", "H", "H", "H", "H", "H", "H", "H", "C", "C", "O", "N", "C", "H", "H", "H", "H", "H", "H", "H", "C", "C", "O", "N", "C", "H", "H", "H", "H", "H", "H", "H"],
  "coordinates": [[-19.8914, -21.3981, -19.3332], [-19.1857, -22.3959, -20.1898], [-18.0626, -22.6327, -20.1572], [-20.0056, -23.0854, -21.0732], [-19.4779, -24.1196, -22.0437], [-20.6485, -21.7791, -18.5647], [-20.5440, -20.7417, -19.8972], [-19.1755, -20.7062, -19.0848], [-20.9505, -22.9615, -20.9934], [-19.9855, -25.1679, -21.6951], [-18.3770, -24.2599, -22.2406], [-19.7189, -23.8862, -23.0838], [-21.0768, -18.2765, -12.2548], [-22.5646, -18.6367, -12.1735], [-23.2323, -18.0714, -11.2454], [-23.2578, -19.5390, -13.0066], [-24.6946, -19.7381, -12.8439], [-20.8610, -17.3874, -11.5887], [-20.8984, -18.0972, -13.3291], [-20.8739, -19.1570, -11.9272], [-22.6601, -19.9292, -13.8193], [-25.0586, -19.6658, -11.9455], [-24.8343, -20.7008, -13.1965], [-25.1867, -19.1703, -13.5390], [-22.9949, -19.3428, -16.5664], [-21.7578, -19.6445, -15.8454], [-20.7411, -19.0157, -15.9769], [-21.8045, -20.7425, -15.0009], [-20.6878, -21.2887, -14.2519], [-23.3674, -18.4412, -16.4557], [-23.8448, -19.9188, -16.1598], [-22.6657, -19.6365, -17.6097], [-22.6891, -21.1977, -15.1211], [-21.0372, -22.2862, -14.2376], [-20.5833, -20.8294, -13.2134], [-19.8172, -21.3465, -14.8997], [-17.8005, -18.4430, -13.1838], [-16.9745, -19.1639, -14.2935], [-15.7539, -19.4586, -14.1522], [-17.6544, -19.5898, -15.3394], [-17.2429, -20.3965, -16.4545], [-17.8338, -17.5194, -13.5534], [-17.5294, -18.1747, -12.2059], [-18.7471, -18.8948, -12.9130], [-18.5305, -19.1788, -15.5215], [-16.6768, -19.8406, -16.9349], [-18.1006, -20.7210, -17.0791], [-16.4846, -21.3248, -16.1342], [-13.0074, -18.6725, -15.6830], [-12.3227, -19.2313, -16.8620], [-13.0106, -19.4929, -17.9077], [-10.9889, -19.4306, -16.8067], [-10.1697, -20.1807, -17.8699], [-13.5529, -19.6030, -15.2626], [-13.9248, -18.2024, -15.9578], [-12.3896, -18.1385, -15.0825], [-10.5825, -19.3289, -15.9186], [-10.6670, -21.1382, -17.9282], [-9.1196, -20.1421, -17.5832], [-10.1118, -19.5420, -18.6842]],
  "energy_ev": -33805.61440,
  "e_lumo_ev": 0.10,
  "gap_ev": 8.9,
  "e_homo_ev": -8.81,
  "de_lowest_kcal_mol": 168.08
}